Molecular formula: C60H70N8O22
Method: DFT, ωB97M-V/def2-TZVPD

```
160
C60H70N8O22 (ωB97M-V/def2-TZVPD)
C -4.12279 -1.72073 1.06011
C -4.77628 -2.39184 0.06621
C -4.85011 -3.76731 0.06985
C -4.45033 -4.50088 1.19661
C -3.90253 -3.78944 2.28102
C -3.61152 -2.45008 2.19205
N -4.52395 -5.99559 1.13145
O -5.12672 -6.47584 0.18274
O -3.98027 -6.68532 2.01816
H -3.85082 -0.67757 1.12533
H -5.07586 -1.72871 -0.73185
H -5.42724 -4.15683 -0.75575
H -3.83342 -4.37794 3.18396
H -3.11742 -2.01776 3.04959
C -0.56874 -3.89897 3.53561
C -0.71096 -2.74745 4.31720
C -1.60461 -2.73055 5.38148
C -2.25729 -3.87038 5.71302
C -2.11257 -5.06709 4.93164
C -1.33385 -5.02975 3.79736
N -3.04604 -3.89703 6.96268
O -3.73002 -4.92503 7.18262
O -2.90961 -2.96300 7.76828
H 0.14798 -3.91626 2.72789
H -0.11946 -1.86425 4.12618
H -1.60972 -1.82360 5.96784
H -2.54650 -6.04691 5.06596
H -1.25204 -5.97397 3.27953
C -6.59491 -1.90421 -5.69429
C -6.18551 -1.55755 -6.95366
C -4.99434 -0.79794 -7.23690
C -4.16425 -0.54033 -6.16834
C -4.48060 -1.01107 -4.85671
C -5.67365 -1.72781 -4.59794
N -2.86704 0.18009 -6.41037
O -2.04905 0.35792 -5.51942
O -2.58308 0.54713 -7.52504
H -7.49462 -2.49497 -5.60530
H -6.81856 -1.92012 -7.75001
H -4.83104 -0.43206 -8.23983
H -3.85309 -0.83648 -3.99523
H -5.94103 -2.10652 -3.62250
C 4.64335 0.28951 -1.40784
C 3.31212 0.40842 -1.24222
C 2.55927 -0.46182 -0.50198
C 3.19941 -1.47022 0.19865
C 4.58218 -1.66129 0.03894
C 5.31412 -0.70278 -0.73206
N 2.45107 -2.27366 1.16366
O 1.44303 -1.79364 1.71212
O 2.79923 -3.44701 1.32666
H 5.14985 0.96998 -2.07628
H 2.71668 1.06209 -1.86235
H 1.50210 -0.24599 -0.45509
H 5.19016 -2.30402 0.65836
H 6.35004 -0.73752 -1.03548
C 0.50958 6.07101 0.87205
C 0.24328 5.92638 -0.48881
C 1.13766 5.27655 -1.35644
C 2.30549 4.74968 -0.78687
C 2.58183 4.93080 0.58143
C 1.70945 5.59688 1.41513
N 3.38210 4.17481 -1.63639
O 2.99316 3.62635 -2.64928
O 4.57282 4.32384 -1.41158
H -0.25084 6.51823 1.49508
H -0.76102 6.14567 -0.82001
H 0.93397 4.98405 -2.37593
H 3.54943 4.54773 0.87021
H 1.87426 5.71950 2.47542
C -0.65525 0.81583 -1.83581
C -1.14594 -0.07826 -0.92077
C -0.91623 0.13139 0.45091
C -0.45453 1.36130 0.91158
C -0.06377 2.28447 -0.08455
C -0.08335 2.05784 -1.36275
N -0.28803 1.62140 2.34002
O -0.19047 0.66570 3.10522
O -0.36050 2.70291 2.73102
H -0.74540 0.71138 -2.90696
H -1.62441 -1.03378 -1.07708
H -1.13949 -0.72470 1.07031
H 0.35859 3.20440 0.29191
H 0.22079 2.83309 -2.05042
C 1.03252 2.53536 -9.71453
C 1.07113 1.43461 -8.92448
C 1.11321 1.51213 -7.55967
C 1.16544 2.72045 -6.93647
C 1.24071 3.88697 -7.71308
C 1.17109 3.76592 -9.11414
N 1.22144 2.77384 -5.41801
O 1.33255 3.84967 -4.89727
O 1.27199 1.67112 -4.84864
H 1.05864 2.44849 -10.79071
H 1.27265 0.50230 -9.43102
H 1.03318 0.57399 -7.03063
H 1.09934 4.81529 -7.17957
H 1.21812 4.74665 -9.56398
C -3.26623 3.49711 1.89001
C -2.78553 4.19195 0.79467
C -3.10733 3.71406 -0.52097
C -3.79586 2.52740 -0.70280
C -4.34308 1.92781 0.42897
C -4.02311 2.37706 1.69230
N -4.08015 1.90179 -1.96381
O -4.31943 2.70534 -2.89389
O -4.06657 0.67257 -2.10372
H -2.94906 3.72003 2.89803
H -2.09566 5.01806 0.88415
H -2.63684 4.15885 -1.38538
H -5.01817 1.08489 0.41767
H -4.29220 1.84987 2.59566
C 3.54594 1.61940 3.41068
O 4.44416 2.19831 2.59908
C 5.62664 2.61068 3.25816
C 6.25504 3.63687 2.37885
O 7.37672 4.22986 3.12321
C 7.73536 5.59175 2.87450
H 2.56066 1.68955 2.94981
H 3.46647 1.95195 4.44567
H 3.78693 0.55653 3.42905
H 6.28568 1.75826 3.42298
H 5.37103 3.04966 4.22256
H 5.58922 4.35332 1.89773
H 6.54743 3.05946 1.50180
H 8.16999 5.85417 1.90996
H 8.44883 6.03318 3.57034
H 6.82462 6.18089 2.98206
C 1.39768 -3.44789 7.70914
O 1.58320 -2.05130 7.85538
C 0.92754 -1.23424 6.87805
C 1.49705 0.21000 6.71187
O 0.51992 1.16715 7.41592
C 0.51145 0.96813 8.78752
H 0.39945 -3.88176 7.76729
H 1.90604 -3.87732 8.57243
H 1.86809 -3.86132 6.81701
H -0.08558 -1.37144 7.25601
H 1.07587 -1.58289 5.85602
H 1.35896 0.39600 5.64677
H 2.53012 0.32525 7.03987
H -0.38746 1.52167 9.05892
H 1.17515 1.39466 9.53963
H 0.27773 -0.06612 9.04011
C 0.90255 -6.20108 -5.85604
O 0.28274 -5.53027 -4.78228
C 1.00432 -4.33936 -4.44917
C 0.54798 -3.54237 -3.20297
O 0.70119 -4.54299 -2.13309
C 0.04932 -3.93782 -1.03557
H 1.32299 -5.60263 -6.66425
H 0.16303 -6.89470 -6.25616
H 1.73822 -6.82679 -5.54261
H 0.82017 -3.63126 -5.25712
H 2.08556 -4.47590 -4.42933
H -0.40833 -3.03246 -3.31937
H 1.12758 -2.64831 -2.97313
H 0.51523 -3.02051 -0.67563
H -0.05684 -4.71984 -0.28372
H -0.98119 -3.66250 -1.25996
```

Output
frontier orbital gap (alpha / beta) = 5.3691 / 1.3649 eV
lowest unoccupied orbital energy (alpha / beta) = -5.25 / -9.25 eV
multiplicity = 2
net charge = +1

Here are the Löwdin charges for atoms 1 to 2, given in e:
1 C -0.060
2 C -0.100

Molecular formula: C6H6
Method: DFT, ωB97M-V/def2-TZVPD

```
12
C6H6 (ωB97M-V/def2-TZVPD)
C -1.84920 0.66608 0.24693
C -1.22634 -0.67345 -0.15830
C 0.10170 -0.43301 -0.71168
C 1.26205 -0.12510 -0.85214
C 2.57635 0.03714 -0.46031
C 3.60664 0.05960 0.16498
H -2.84667 0.52943 0.67206
H -1.21308 1.15743 0.99017
H -1.91713 1.32680 -0.62159
H -1.87057 -1.24816 -0.82982
H -1.06153 -1.29479 0.73315
H 4.43778 -0.00198 0.82655
```

Output
frontier orbital gap = 10.1934 eV
lowest unoccupied orbital energy = 0.99 eV
net charge = 0
energy above the lowest of the compared OMol25 structures with the same formula, charge and spin = 375.8 kJ/mol
SMILES string = C#CC#CCC

Here are the Löwdin charges for atoms 1 to 2, given in e:
1 C -0.107
2 C -0.252

Molecular formula: C3H11N3
Method: DFT, ωB97M-V/def2-TZVPD

```
17
C3H11N3 (ωB97M-V/def2-TZVPD)
C 2.82215 0.29967 0.24884
C 0.47129 0.50041 -0.39244
C -2.32392 0.71246 0.03150
N 1.69874 -0.20464 -0.05376
N -0.67257 -1.53019 -0.05710
N -0.65061 -0.17670 0.27972
H 2.98248 1.37648 0.29715
H 3.67280 -0.34329 0.46738
H 0.52580 1.55611 -0.10284
H 0.32380 0.43862 -1.48307
H -2.56040 0.51774 -1.00639
H -2.96385 0.21361 0.74638
H -2.10742 1.74643 0.25902
H 1.57774 -1.23170 -0.10312
H -0.98379 -1.70028 -1.01305
H -1.22423 -2.10055 0.57944
H -0.58802 -0.07418 1.30233
```

Output
frontier orbital gap = 10.2980 eV
lowest unoccupied orbital energy = -9.28 eV
net charge = +2
energy above the lowest of the compared OMol25 structures with the same formula, charge and spin = 146.3 kJ/mol

Here are the Löwdin charges for atoms 1 to 2, given in e:
1 C 0.250
2 C -0.084